Computed, not measured: H18O9 as an isolated structure, with ωB97M-V with the def2-TZVPD basis set.

Summary:
- Maximum force: 9.28 eV/A

```
! RIJCOSX wB97M-V def2-TZVPD def2/J DEFGRID3
* xyz 0 1
O 0.813 0.540 -2.132
O 1.275 1.857 -0.677
O -1.397 0.125 -1.174
O -0.656 -2.169 0.961
O 1.348 0.566 1.981
O 1.019 -3.396 -0.519
O -0.831 1.408 2.628
O 0.067 -0.229 0.555
O -1.192 2.374 -0.763
H 1.233 -0.269 -2.425
H -1.261 -2.690 0.432
H -1.170 1.433 -0.587
H -0.615 -2.628 1.800
H 1.713 -3.808 -0.004
H 0.510 -2.898 0.120
H 1.069 1.114 -1.244
H -1.643 -0.420 -0.427
H 0.929 0.195 1.205
H -0.059 0.986 2.253
H -0.354 2.557 -1.189
H -0.195 -0.062 -0.350
H -0.073 0.275 -1.885
H -0.272 -1.104 0.746
H -1.083 2.067 1.981
H 1.558 1.467 1.734
H 1.441 2.581 -1.281
H -2.173 0.127 -1.735
*
```

***

Computed, not measured: a 9-piece molecular cluster, H18O9 overall, with ωB97M-V with the def2-TZVPD basis set.

Summary:
- Maximum force: 5.74 eV/A
- Structure (SMILES): O.O.O.O.O.O.O.O.O

```
! RIJCOSX wB97M-V def2-TZVPD def2/J DEFGRID3
* xyz 0 1
O 0.202 -1.735 4.041
O 3.482 3.294 0.001
O -0.395 -0.100 0.422
O 2.870 -1.819 0.305
O -0.442 1.672 -2.570
O -3.395 -0.727 -2.242
O 1.055 1.967 1.024
O -4.985 0.805 1.459
O 1.994 -3.331 -2.119
H -3.861 -0.426 -1.526
H 0.265 2.352 0.925
H -0.497 2.224 -3.372
H 1.705 2.378 0.423
H 2.267 -3.897 -1.404
H -4.344 0.372 0.862
H -1.260 1.140 -2.331
H -5.386 0.058 1.905
H 2.316 -2.519 -1.966
H -0.538 -1.086 4.196
H -4.131 -1.234 -2.685
H 0.072 0.419 -0.257
H -0.066 -2.082 3.256
H 1.909 -1.867 0.150
H 3.520 3.813 0.774
H 4.007 2.525 0.299
H 3.264 -1.693 -0.515
H 0.371 -0.500 0.944
*
```

***

| no. | HOMO level (eV) | Kohn-Sham gap (eV) |
| --- | --- | --- |
| 1 | -8.9 | 8.028 |
| 2 | -10.6 | 10.781 |